# C18H15N2O7S2Ta

A structure of composition C18H15N2O7S2Ta (the ωB97M-V functional and the def2-TZVPD basis, OMol25).

The HOMO-LUMO gap is 5.738 eV. The HOMO energy comes out at -0.4995 Ha. Its net charge is +2. The calculation puts the LUMO energy at -7.9 eV. The calculation puts the energy above the lowest of the compared OMol25 structures with the same formula, charge and spin at 10.4 kJ/mol.

Geometry (Å):
Ta  -1.49527  -0.44391  0.15897
N  2.27925  1.12430  1.06654
C  1.22279  0.36087  0.98088
O  0.17060  0.80246  0.40707
C  1.16910  -1.02366  1.53637
C  0.06527  -1.77135  0.79915
H  2.25572  2.07226  0.71581
H  3.12591  0.79200  1.50327
H  0.91848  -0.91743  2.59659
H  2.14317  -1.51263  1.48783
H  -0.34881  -2.58908  1.39800
H  0.42532  -2.21007  -0.14550
O  -2.48689  1.26435  0.67142
C  -2.57903  0.92700  1.94086
O  -1.80490  -0.08434  2.19811
C  -3.42417  1.55758  2.87560
C  -4.16151  2.68403  2.47764
C  -4.99336  3.34188  3.36715
C  -5.04605  2.82571  4.64914
O  -5.76388  3.28920  5.66677
C  -5.52955  2.40817  6.79031
O  -4.55324  1.45458  6.36128
C  -4.30814  1.70584  5.05510
C  -3.48466  1.04550  4.20193
H  -4.06829  3.04524  1.46279
H  -5.56624  4.21343  3.08810
H  -6.46146  1.90246  7.03493
H  -5.13509  2.99308  7.61685
H  -2.91117  0.18229  4.50574
O  -3.51357  -1.30431  0.58830
S  -3.92741  -1.81011  -0.76771
O  -4.35463  -3.14880  -0.85527
N  -2.46041  -1.39422  -1.45989
C  -2.58793  -0.23747  -2.16875
S  -1.19695  0.69816  -2.15869
C  -3.98224  0.10381  -2.46543
C  -4.48098  1.07663  -3.31048
C  -5.86470  1.22224  -3.38395
C  -6.71860  0.43132  -2.62329
C  -6.22764  -0.54346  -1.75240
C  -4.85907  -0.67322  -1.69860
H  -3.81941  1.68842  -3.90933
H  -6.28696  1.96105  -4.05118
H  -7.78777  0.57026  -2.70909
H  -6.89044  -1.16115  -1.16204

Cartesian forces (eV/Å) of the 6 atoms listed first:
-0.15 1.29 0.40
0.00 -0.02 0.08
-0.03 0.06 -0.08
0.14 -0.21 -0.13
0.09 -0.11 0.04
-0.36 0.06 0.19

# C51H37NO2S2V

A structure of composition C51H37NO2S2V (the ωB97M-V functional and the def2-TZVPD basis, OMol25).

The HOMO-LUMO gap (spin up / spin down) is 5.675 / 5.672 eV. The HOMO energy (spin up / spin down) comes out at -0.5806 / -0.5806 Ha. Its net charge is +3. The calculation puts the LUMO energy (spin up / spin down) at -10.1 / -10.1 eV. The calculation puts the energy above the lowest of the compared OMol25 structures with the same formula, charge and spin at 74.4 kJ/mol.

Geometry (Å):
V  -0.80062  1.19505  -0.25247
C  -1.79655  2.48711  7.49061
C  -1.57635  1.76234  6.18598
C  -1.16450  2.47252  5.03976
C  -0.96814  1.83672  3.83562
C  -1.20008  0.45919  3.78157
C  -1.63392  -0.27579  4.88180
C  -1.80744  0.38843  6.08305
S  -1.00948  -0.45885  2.34425
O  -1.50580  0.59944  1.18210
C  0.75653  -0.54813  2.02700
C  1.60695  -0.04353  3.05286
C  2.94905  -0.24183  2.97013
C  3.50655  -1.01403  1.92829
C  4.89851  -1.28896  1.89445
C  5.40876  -2.12975  0.95596
C  4.55092  -2.75022  0.00820
C  3.22435  -2.46774  -0.01807
C  2.65641  -1.56707  0.93420
C  1.25922  -1.27166  0.93955
C  0.47183  -1.92343  -0.18126
C  -0.16752  -3.17614  0.11581
C  -0.22128  -3.70357  1.44053
C  -0.77968  -4.92265  1.68464
C  -1.32043  -5.70348  0.62813
C  -1.28941  -5.23401  -0.64545
C  -0.70500  -3.97200  -0.93477
C  -0.60013  -3.52913  -2.27061
C  0.01043  -2.35056  -2.56403
C  0.55079  -1.56155  -1.52394
S  1.07059  -0.02060  -2.26795
O  0.71830  1.04895  -1.06096
C  2.73212  0.10874  -2.54688
C  3.75502  -0.01490  -1.59325
C  5.05041  0.07505  -2.03213
C  5.35965  0.27502  -3.39458
C  6.79444  0.34239  -3.84542
C  4.32131  0.43681  -4.31153
C  3.00309  0.35987  -3.90497
H  -1.10885  3.32591  7.60247
H  -1.68474  1.82042  8.34402
H  -2.81372  2.89256  7.52191
H  -0.99360  3.54402  5.10876
H  -0.64793  2.39886  2.97447
H  -1.82985  -1.34409  4.80776
H  -2.13827  -0.16924  6.95469
H  1.19985  0.49154  3.89775
H  3.60087  0.16270  3.73937
H  5.54041  -0.83989  2.64450
H  6.47235  -2.34735  0.94199
H  4.96166  -3.46474  -0.70093
H  2.59470  -2.95686  -0.75290
H  0.20913  -3.15121  2.26783
H  -0.79857  -5.31092  2.69871
H  -1.73785  -6.68392  0.83902
H  -1.68517  -5.82980  -1.46546
H  -1.01586  -4.13917  -3.06759
H  0.07307  -2.00999  -3.59646
H  3.53953  -0.14942  -0.53559
H  5.85946  -0.01237  -1.31049
H  7.42481  -0.32439  -3.25916
H  7.17960  1.35867  -3.70810
H  6.89641  0.09183  -4.89952
H  4.54901  0.62941  -5.35668
H  2.19828  0.48260  -4.62599
N  -4.91633  -2.55243  -5.05480
C  -4.34528  -1.88779  -4.30358
C  -3.60441  -1.09424  -3.33732
C  -3.59889  -1.47951  -1.99598
C  -2.83475  -0.78145  -1.07973
C  -2.07077  0.31534  -1.50910
C  -2.11737  0.72484  -2.85041
C  -2.87980  0.01950  -3.75993
H  -4.19204  -2.33169  -1.67882
H  -2.85103  -1.10194  -0.05306
H  -1.57147  1.59643  -3.19018
H  -2.92890  0.33333  -4.79691
C  -5.56422  3.93349  -0.75584
C  -5.08421  3.07598  0.25167
C  -3.75306  2.74208  0.33295
C  -2.83925  3.27148  -0.57900
C  -1.41446  2.94959  -0.62614
C  -0.53330  3.71652  -1.44258
C  -1.01929  4.60002  -2.37465
C  -2.39531  4.80105  -2.44500
C  -3.30811  4.17716  -1.56484
C  -4.68651  4.47765  -1.64647
H  -6.61918  4.16958  -0.81225
H  -5.77797  2.67687  0.98503
H  -3.41429  2.11121  1.13708
H  0.53380  3.60199  -1.34032
H  -0.34345  5.14253  -3.02341
H  -2.79141  5.49887  -3.18163
H  -5.03233  5.15036  -2.42531

Cartesian forces (eV/Å) of the 6 atoms listed first:
-1.86 2.17 -2.30
-0.02 -0.08 -0.23
-0.03 0.17 0.14
-0.02 0.09 0.19
-0.05 -0.09 0.37
-0.20 0.09 -0.01

# C14H15ClF4NO22V

A structure of composition C14H15ClF4NO22V (the ωB97M-V functional and the def2-TZVPD basis, OMol25).

As for the spin multiplicity: 4. The HOMO-LUMO gap (spin up / spin down) is 5.586 / 6.603 eV. The HOMO energy (spin up / spin down) comes out at -0.1249 / -0.2171 Ha. Its net charge is -1. The calculation puts the LUMO energy (spin up / spin down) at 2.2 / 0.7 eV.

Geometry (Å):
O  0.39795  -0.13765  0.31147
V  0.45885  0.67961  1.64255
C  1.30204  -0.19244  3.98324
O  1.06125  1.00708  3.66672
O  1.72844  -0.70803  5.03854
O  1.11320  -1.01256  3.00624
Cl  0.69076  3.68164  -0.55966
O  0.76112  2.94607  0.69586
O  -0.60666  4.34487  -0.63305
O  1.72259  4.66983  -0.57330
O  0.82577  2.76981  -1.64632
C  -1.71752  -1.76851  -3.31560
N  -1.58076  -0.41440  -2.70585
O  -1.82387  -0.37321  -1.52752
O  -1.30331  0.50892  -3.43595
H  -1.28343  -1.80663  -4.30434
H  -2.76974  -2.03463  -3.24560
H  -1.22618  -2.45124  -2.62197
C  -4.24934  -0.92991  4.10953
C  -4.24967  -2.41822  3.69631
O  -3.31672  -2.48316  2.67991
C  -2.63220  -1.29637  2.56478
O  -1.69456  -1.14667  1.86998
O  -3.19469  -0.37075  3.34972
F  -5.47718  -2.80846  3.23624
H  -4.02307  -0.80506  5.17103
H  -5.18585  -0.39409  3.95736
H  -3.97532  -3.05180  4.53976
C  6.08108  0.34725  -0.50072
C  5.71281  -1.04796  0.01388
O  4.58133  -0.75530  0.79975
C  4.04331  0.43488  0.41993
O  3.03620  0.89402  0.81665
O  4.83886  1.01485  -0.52064
F  6.69506  -1.52723  0.83027
H  6.61061  0.38565  -1.45259
H  6.75117  0.85842  0.19864
H  5.46104  -1.78330  -0.74790
C  2.77858  -3.57761  -4.31330
C  2.03652  -2.49019  -5.06876
O  1.50658  -1.70542  -4.03713
C  2.20821  -1.92967  -2.87950
O  2.04971  -1.37890  -1.85740
O  3.13590  -2.90226  -3.10490
F  1.01725  -3.01734  -5.81710
H  3.55797  -4.09135  -4.86653
H  2.05427  -4.33042  -3.97802
H  2.66057  -1.84855  -5.69645
C  -4.59070  3.25652  1.00737
C  -3.66114  4.41253  1.34826
O  -2.41121  3.80404  1.42234
C  -2.51984  2.47271  1.44099
O  -1.62195  1.71937  1.57577
O  -3.80084  2.09200  1.21883
F  -3.96778  4.92111  2.60446
H  -4.87604  3.31867  -0.04572
H  -5.49496  3.22041  1.60811
H  -3.62449  5.22903  0.63133

Cartesian forces (eV/Å) of the 6 atoms listed first:
0.13 -0.75 -0.66
-0.34 1.51 -1.15
0.23 -0.49 -1.12
0.07 0.41 1.28
-0.25 0.50 0.03
0.22 -0.85 0.78

# C13H35N2O9Zr

A structure of composition C13H35N2O9Zr (the ωB97M-V functional and the def2-TZVPD basis, OMol25).

The HOMO-LUMO gap is 9.436 eV. The HOMO energy comes out at -0.6918 Ha. Its net charge is +3. The calculation puts the LUMO energy at -9.4 eV. The calculation puts the energy above the lowest of the compared OMol25 structures with the same formula, charge and spin at 0.0 kJ/mol.

Geometry (Å):
Zr  0.88529  0.14719  0.20536
C  3.36901  -0.29807  -0.30195
O  2.35597  -0.90429  -0.70116
O  4.66630  -0.67619  -0.35760
O  2.91994  0.72372  0.19391
H  5.24066  0.06807  -0.09350
C  0.62859  2.47228  2.04037
C  1.55224  1.52802  2.90678
O  1.61675  0.26984  2.42905
O  0.87637  2.28305  0.86196
H  1.03931  3.48877  2.28609
H  -0.43760  2.46692  2.28370
H  1.35947  1.51874  3.95410
H  2.56326  1.87350  2.71790
H  2.34092  -0.10959  2.99730
H  1.41338  3.11525  0.64249
C  -2.42544  -1.63840  -2.18213
C  -1.00904  -1.15013  -2.47702
O  -0.10734  -1.32815  -1.41876
O  -2.84857  -0.83959  -1.33297
H  -2.50300  -2.65912  -1.74428
H  -3.06841  -1.68154  -3.09119
H  -0.99393  -0.19458  -3.01802
H  -0.53037  -1.71165  -3.27482
H  0.29842  -2.23437  -1.59087
H  -3.81794  -0.89234  -1.42299
C  -0.22934  2.62910  -3.46304
C  -0.13334  2.37871  -2.00043
C  -1.51562  2.28805  -1.39908
O  -1.42028  1.44143  -0.30224
C  -2.65756  1.65213  0.42756
N  0.79156  1.28019  -1.60831
H  -0.63211  3.65103  -3.62231
H  -0.89638  1.94788  -4.09351
H  0.71013  2.68306  -3.96374
H  0.36765  3.21036  -1.53744
H  -2.26730  1.88704  -2.11801
H  -1.84844  3.31618  -1.13546
H  -2.81455  2.68269  0.68698
H  -2.72665  1.17460  1.40141
H  -3.49943  1.24265  -0.08522
H  0.80609  0.81227  -2.55406
H  1.71240  1.71939  -1.88098
C  -1.56439  -2.90068  0.91102
C  -0.93665  -1.88374  1.87396
C  0.39323  -2.42403  2.30487
O  1.29755  -2.03436  1.32368
C  2.41584  -2.88697  1.36441
N  -0.77711  -0.49575  1.35929
H  -1.29970  -3.97232  1.17831
H  -1.03867  -2.95252  -0.06975
H  -2.55168  -2.77450  0.65586
H  -1.66530  -1.80077  2.67786
H  0.36942  -3.48871  2.47210
H  0.79061  -2.01001  3.24072
H  2.92001  -2.98577  2.38330
H  3.25450  -2.74056  0.62729
H  2.10004  -3.86810  1.14490
H  -1.04843  -0.08565  2.31032
H  -1.79034  -0.32968  0.97798

Cartesian forces (eV/Å) of the 6 atoms listed first:
0.03 -1.40 -0.35
2.46 -0.66 -0.38
0.09 -5.70 -3.46
-3.10 0.45 -0.29
2.31 6.01 3.18
-0.08 -0.10 0.06